# 1
Here is a cluster of 2 separate species, C7H14N2 in total from OMol25. Energies are from ωB97M-V/def2-TZVPD.

Geometry as XYZ:
```
23
Properties=species:S:1:pos:R:3:forces:R:3:lowdin_charge:R:1
C -2.16865 -2.79056 -1.70193 0.46 -0.20 0.54 -0.047
C -1.84926 -1.88155 -0.55263 -0.33 -0.57 -0.08 -0.360
C -2.75788 -1.23575 0.22704 0.23 0.14 0.90 -0.071
N -2.00970 -0.49405 1.12665 -0.64 -0.09 -0.41 0.048
C -0.71458 -0.70832 0.82127 0.47 0.18 0.71 -0.235
N -0.57063 -1.56642 -0.14455 -0.15 0.07 -0.76 0.103
H -2.11294 -2.21311 -2.61925 -0.17 -0.20 -0.29 0.073
H -3.13916 -3.25688 -1.55736 -0.31 0.31 -0.21 0.070
H -1.48069 -3.63568 -1.75862 0.26 0.25 -0.04 0.073
H -3.81259 -1.32232 0.41505 -0.15 -0.02 -0.52 0.111
H -2.43813 0.10212 1.81106 0.41 0.12 0.14 0.143
H 0.10138 -0.23360 1.34592 -0.12 -0.02 0.05 0.110
C 0.90846 2.26212 0.17746 -0.06 0.28 -0.03 -0.143
C 2.04528 1.32002 -0.21463 -0.17 -0.32 0.47 -0.310
C 3.33502 1.54897 0.60178 -0.88 0.12 0.45 -0.110
H 1.11883 3.24394 -0.24280 -0.06 0.24 0.11 0.068
H 0.78092 2.39015 1.25927 0.25 -0.14 -0.08 0.067
H -0.06950 1.96551 -0.20170 0.07 -0.19 -0.22 0.057
H 1.74150 0.27780 -0.08711 -0.09 0.08 0.00 0.070
H 2.21397 1.42777 -1.28213 0.20 0.02 -0.14 0.096
H 3.72136 0.60132 0.95438 0.57 -0.22 -0.42 0.060
H 4.06514 2.15237 0.07371 0.24 -0.12 0.03 0.064
H 3.09185 2.04615 1.54910 -0.01 0.27 -0.24 0.064
```
Positions in Å, forces in eV/Å.

Output
SMILES: Cc1c[nH]cn1.CCC
ΔE to the lowest compared entry with this formula, charge and spin: 25.06 kJ/mol
LUMO level: 0.9 eV
HOMO-LUMO gap: 9.50 eV
M: 126.203 g/mol
HOMO: -8.6 eV

=====

# 2
Here is a structure of composition C3H6O2 from OMol25. Energies are from ωB97M-V/def2-TZVPD.

Geometry as XYZ:
```
11
Properties=species:S:1:pos:R:3:forces:R:3:lowdin_charge:R:1
C 0.50181 0.86227 0.42670 0.26 -0.04 0.16 -0.181
C 1.05930 -0.49218 0.02729 0.28 0.03 -0.02 -0.142
O -0.18139 -1.25350 -0.19478 -0.19 0.07 -0.03 -0.013
C -1.16574 -0.52722 0.28883 0.12 0.01 0.26 -0.257
O -0.80915 0.54859 0.85648 -0.20 -0.16 -0.14 -0.024
H -0.42013 1.08866 -1.23217 -0.19 -0.01 -0.17 0.064
H 0.99996 1.47592 1.16735 -0.02 -0.14 0.01 0.087
H 1.60335 -0.48173 -0.92392 -0.06 0.01 0.17 0.113
H 1.65249 -1.05865 0.76703 -0.07 0.09 -0.06 0.113
H -1.06756 0.74889 -1.52224 -0.02 0.07 -0.16 0.082
H -2.17295 -0.91106 0.33943 0.09 0.07 0.00 0.159
```
Positions in Å, forces in eV/Å.

Output
ΔE to the lowest compared entry with this formula, charge and spin: 502.25 kJ/mol
LUMO level (alpha / beta): 0.9 / 0.9 eV
HOMO-LUMO gap (alpha / beta): 7.88 / 7.88 eV
M: 74.079 g/mol
HOMO (alpha / beta): -7.0 / -7.0 eV

=====

# 3
Here is the ion C5H8N with charge +1 from OMol25. Energies are from ωB97M-V/def2-TZVPD.

Geometry as XYZ:
```
14
Properties=species:S:1:pos:R:3:forces:R:3:lowdin_charge:R:1
C 1.79009 1.10405 -0.52300 2.15 0.64 1.16 0.124
N 1.99291 0.04147 0.10360 -0.06 0.59 0.58 0.097
C 1.43332 -0.98205 0.62250 1.91 0.88 -0.84 -0.007
C 0.02232 -1.00178 0.52881 -2.35 -0.57 2.14 -0.037
C -0.73424 -0.04662 -0.06402 1.91 -1.48 -0.82 -0.057
C -2.18756 0.06893 -0.13719 0.84 -1.85 -1.48 -0.021
H 1.52206 1.10522 -1.51267 -0.45 -0.36 -2.77 0.097
H 2.11717 2.08487 -0.17139 -0.42 -0.14 0.68 0.145
H 2.16882 -1.66461 1.06725 -0.98 -0.47 -0.21 0.166
H -0.44368 -1.70703 1.22366 -0.06 -0.10 -0.56 0.136
H -0.08818 0.65423 -0.57628 -0.83 0.65 -0.25 0.077
H -2.48448 -0.31985 0.78230 -1.55 -0.40 1.38 0.082
H -2.72643 -0.38310 -1.00710 0.85 -0.49 0.69 0.138
H -2.38214 1.04627 -0.33648 -0.96 3.10 0.30 0.059
```
Positions in Å, forces in eV/Å.

Output
SMILES: C=[N+]=C/C=C/C
ΔE to the lowest compared entry with this formula, charge and spin: 329.38 kJ/mol
LUMO level: -6.0 eV
HOMO-LUMO gap: 8.72 eV
Net charge: +1
M: 82.126 g/mol
HOMO: -14.7 eV

=====

Q: Look up the M of the third one.
A: 82.126 g/mol

=====

Q: Which value of M does entry 2 give?
A: 74.079 g/mol

=====

Q: What is the formula in the second record?
A: C3H6O2

=====

Q: The lowest M belongs to which entry?
A: C3H6O2